1.
{
  "formula": "C4H4NO3S",
  "method": "wB97M-V/def2-TZVPD",
  "species": ["C", "C", "C", "C", "N", "O", "O", "O", "S", "H", "H", "H", "H"],
  "positions_angstrom": [[-2.03, -3.20, -0.30], [-2.12, -0.85, -1.23], [1.00, 0.58, -0.60], [-1.63, -1.87, -0.14], [-2.10, -4.33, -0.51], [-1.38, -0.26, -2.02], [-3.31, -0.82, -0.90], [1.82, -1.77, 0.10], [0.91, -1.21, -0.92], [0.14, 1.10, -0.53], [1.38, 1.02, -1.62], [1.87, 0.72, 0.05], [-1.63, -1.48, 0.92]],
  "mulliken_charge": [0.35, 0.72, -0.88, -0.40, -0.54, -0.70, -0.61, -0.56, 0.46, 0.36, 0.23, 0.33, 0.24],
  "spin_multiplicity": 1,
  "total_charge": -1,
  "relative_energy_kcal_mol": 94.30,
  "fmax_ev_per_a": 5.50,
  "energy_ha": -833.4445,
  "homo_lumo_gap_ev": [7.8, 7.1]
}

2.
{
  "formula": "C4H4NO3S",
  "method": "wB97M-V/def2-TZVPD",
  "species": ["C", "O", "N", "C", "O", "C", "S", "C", "O", "H", "H", "H", "H"],
  "positions_angstrom": [[0.03, -0.37, -2.07], [0.95, -0.07, -1.08], [0.32, 0.21, 0.19], [-0.26, -0.79, 0.99], [-0.44, -1.96, 0.61], [-0.59, -0.19, 2.18], [-0.17, 1.44, 2.39], [0.52, 1.55, 0.84], [1.03, 2.49, 0.29], [-0.50, -1.24, -1.83], [0.59, -0.60, -2.94], [-0.50, 0.36, -2.54], [-0.99, -0.82, 2.95]],
  "mulliken_charge": [-0.75, -0.30, 0.19, 0.32, -0.78, -0.56, -0.27, 0.40, -0.61, 0.29, 0.32, 0.33, 0.42],
  "spin_multiplicity": 1,
  "smiles": "COn1c([O-])csc1=O",
  "total_charge": -1,
  "relative_energy_kcal_mol": 87.39,
  "fmax_ev_per_a": 3.58,
  "energy_ha": -833.4555,
  "homo_lumo_gap_ev": 6.1
}

3.
{
  "formula": "C4H4NOP",
  "method": "wB97M-V/def2-TZVPD",
  "species": ["C", "C", "C", "C", "N", "O", "P", "H", "H", "H", "H"],
  "positions_angstrom": [[-0.12, 2.07, -1.90], [-0.46, -0.64, 0.25], [0.32, 0.14, -0.47], [-0.29, -1.13, 1.70], [-1.12, 2.22, -2.37], [2.47, 0.87, -1.89], [1.21, 1.36, -1.18], [-1.33, -0.95, -0.19], [-0.47, -2.15, 1.69], [-0.99, -0.59, 2.33], [0.79, -1.20, 2.02]],
  "mulliken_charge": [0.35, 0.16, -0.16, -0.97, -0.26, -0.59, 0.10, 0.41, 0.34, 0.29, 0.33],
  "spin_multiplicity": 1,
  "relative_energy_kcal_mol": 73.50,
  "fmax_ev_per_a": 5.98,
  "energy_ha": -626.0238,
  "homo_lumo_gap_ev": [7.8, 7.8]
}

4.
{
  "formula": "C4H4NaO5",
  "method": "wB97M-V/def2-TZVPD",
  "species": ["O", "C", "C", "O", "O", "C", "H", "H", "H", "H", "O", "O", "C", "Na"],
  "positions_angstrom": [[-1.36, 1.39, -0.03], [-0.07, 1.22, -0.47], [-2.02, 0.32, 0.62], [0.36, 2.10, -1.21], [0.52, 0.15, -0.12], [-2.52, -0.74, -0.29], [-2.86, 0.78, 1.15], [-1.37, -0.11, 1.41], [-2.88, -1.68, 0.14], [-2.73, -0.50, -1.34], [5.20, 0.35, 0.90], [3.81, -1.16, -0.15], [4.43, -0.38, 0.46], [1.49, -1.73, -1.06]],
  "mulliken_spin": [0.00, 0.00, -0.07, 0.00, 0.00, 0.90, 0.08, 0.04, 0.01, 0.02, 0.00, 0.00, 0.00, 0.01],
  "spin_multiplicity": 2,
  "relative_energy_kcal_mol": 0.98,
  "fmax_ev_per_a": 1.54,
  "s2": 0.75,
  "energy_ha": -693.3277,
  "homo_lumo_gap_ev": [6.7, 6.9]
}

5.
{
  "formula": "C4H4O",
  "method": "wB97M-V/def2-TZVPD",
  "species": ["C", "C", "C", "C", "O", "H", "H", "H", "H"],
  "positions_angstrom": [[-1.16, 0.00, 2.01], [-0.36, -0.05, 1.11], [0.64, -0.15, 0.04], [0.29, 0.40, -1.31], [1.71, -0.68, 0.28], [-1.85, 0.04, 2.82], [-0.30, 1.32, -1.24], [-0.30, -0.33, -1.86], [1.22, 0.59, -1.87]],
  "mulliken_charge": [0.27, -0.27, 0.18, -0.95, -0.48, 0.38, 0.33, 0.26, 0.29],
  "spin_multiplicity": 1,
  "smiles": "C#CC(C)=O",
  "relative_energy_kcal_mol": 30.94,
  "fmax_ev_per_a": 0.54,
  "energy_ha": -229.9786,
  "homo_lumo_gap_ev": 10.7
}

6.
{
  "formula": "C4H4O",
  "method": "wB97M-V/def2-TZVPD",
  "species": ["O", "C", "C", "C", "C", "H", "H", "H", "H"],
  "positions_angstrom": [[1.96, -0.01, -0.22], [0.57, 0.06, -0.13], [-0.64, -0.81, -0.07], [-0.68, 0.53, -0.73], [-0.51, 0.44, 0.77], [2.21, -0.33, 0.68], [-0.83, -1.77, -0.22], [-0.97, 1.04, -1.55], [-1.10, 0.84, 1.47]],
  "mulliken_charge": [-0.51, 0.36, -0.60, -0.53, -0.60, 0.34, 0.51, 0.51, 0.51],
  "spin_multiplicity": 1,
  "smiles": "O[C@]12[C@@H]3[C@H]1[C@@H]32",
  "relative_energy_kcal_mol": 123.65,
  "fmax_ev_per_a": 5.68,
  "energy_ha": -229.8309,
  "homo_lumo_gap_ev": 9.3
}

7.
{
  "formula": "C4H4O",
  "method": "wB97M-V/def2-TZVPD",
  "species": ["C", "C", "C", "C", "O", "H", "H", "H", "H"],
  "positions_angstrom": [[0.40, 1.30, 0.61], [0.69, 0.04, 0.17], [-0.08, -1.14, -0.50], [-1.33, -0.92, -0.75], [-2.38, -0.43, -0.85], [1.15, 2.02, 0.95], [-0.58, 1.63, 0.56], [1.53, -0.51, 0.52], [0.61, -2.01, -0.72]],
  "mulliken_charge": [-0.61, -0.06, -0.69, 0.71, -0.36, 0.24, 0.25, 0.26, 0.28],
  "spin_multiplicity": 1,
  "smiles": "C=CC=C=O",
  "relative_energy_kcal_mol": 38.37,
  "fmax_ev_per_a": 3.05,
  "energy_ha": -229.9668,
  "homo_lumo_gap_ev": 9.2
}

8.
{
  "formula": "C4H4O2",
  "method": "wB97M-V/def2-TZVPD",
  "species": ["O", "C", "O", "C", "C", "C", "H", "H", "H", "H"],
  "positions_angstrom": [[-2.44, -0.11, -0.03], [-1.39, -0.63, 0.06], [-0.26, 0.13, 0.44], [0.33, 1.74, -0.21], [0.91, -0.49, 0.23], [1.78, -1.30, 0.12], [-1.10, -1.67, -0.13], [-0.46, 1.83, -0.98], [-0.03, 2.30, 0.66], [2.67, -1.80, -0.15]],
  "mulliken_charge": [-0.36, 0.19, -0.15, -0.52, 0.09, -0.33, 0.33, 0.17, 0.18, 0.40],
  "spin_multiplicity": 1,
  "relative_energy_kcal_mol": 160.21,
  "fmax_ev_per_a": 0.91,
  "energy_ha": -305.0242,
  "homo_lumo_gap_ev": 8.8
}